1.
Molecular formula: C47H57AsCsF6N8O3SSi2Te
Method: DFT, ωB97M-V with the def2-TZVPD basis set

```
127
Properties=species:S:1:pos:R:3
Cs -0.49055 -0.66510 1.23151
C -1.46540 -1.39322 -2.60088
N -1.08493 -0.00001 -2.44231
C 0.26085 0.33022 -2.85790
C 1.35588 -0.56270 -2.33471
N 1.28386 -1.31575 -1.27034
C 2.53613 -1.90809 -1.15357
C 3.02849 -2.76202 -0.16848
C 4.34355 -3.17941 -0.29365
C 5.14990 -2.76716 -1.36520
C 4.67106 -1.91338 -2.34297
C 3.35388 -1.49189 -2.21296
N 2.56423 -0.64963 -2.96684
C -2.76482 -1.65558 -1.91695
N -3.01574 -1.35405 -0.67458
C -4.33997 -1.71998 -0.47103
C -5.12211 -1.61542 0.67435
C -6.43063 -2.05571 0.60602
C -6.95748 -2.59676 -0.57590
C -6.18937 -2.71440 -1.72151
C -4.87616 -2.26566 -1.64257
N -3.84081 -2.21419 -2.55408
H -0.71980 -2.08570 -2.19227
H -1.57548 -1.61231 -3.66982
H -1.30810 0.36274 -1.52441
H 0.48823 1.35157 -2.53704
H 0.32146 0.33451 -3.95179
H 2.39864 -3.05400 0.66499
H 4.76266 -3.84341 0.45338
H 6.17562 -3.11147 -1.41904
H 5.29939 -1.56858 -3.15453
H 2.90791 0.06707 -3.59265
H -4.69409 -1.20143 1.57756
H -7.06428 -1.98278 1.48106
H -7.98783 -2.92881 -0.59293
H -6.59942 -3.13158 -2.63263
H -3.86809 -2.48223 -3.52076
F 3.05011 4.31404 4.49985
C 3.27402 2.97591 4.59743
C 2.22114 2.13601 4.42220
C 2.43514 0.76041 4.44500
C 1.31047 -0.10331 4.02308
O 0.25420 0.42931 3.68675
C 1.61880 -1.51228 3.91745
C 2.85483 -1.92969 4.26709
N 3.88162 -1.11768 4.69672
C 5.16684 -1.69743 4.97260
C 5.22172 -2.87705 5.89158
C 5.73779 -1.54414 6.35126
C 3.70963 0.25346 4.70011
C 4.78489 1.15053 4.85190
C 4.58408 2.51585 4.77082
N 5.73288 3.37185 4.65754
C 6.12042 3.69608 3.29354
C 5.45760 4.96811 2.78009
N 5.77666 6.09199 3.74664
C 5.39075 5.80030 5.17114
C 5.99283 4.45553 5.57594
C 0.58656 -2.48726 3.31254
O -0.47721 -2.60839 3.93427
O 0.92538 -2.96118 2.20613
H 1.23791 2.51212 4.17759
H 3.13028 -2.97162 4.16756
H 5.85984 -1.68398 4.13752
H 5.92944 -3.65861 5.65661
H 4.28400 -3.21527 6.30963
H 6.80546 -1.39998 6.44262
H 5.13320 -0.99972 7.06360
H 5.79842 0.79205 4.96189
H 5.83110 2.88268 2.63264
H 7.21246 3.79333 3.22186
H 4.37603 4.87714 2.70130
H 5.86634 5.26152 1.81571
H 5.31765 6.94707 3.43570
H 6.78303 6.25814 3.69516
H 4.31022 5.76565 5.18793
H 5.74684 6.62344 5.78957
H 5.64975 4.20212 6.57774
H 7.08451 4.57728 5.63388
C 2.24750 5.39245 -0.83365
Si 2.73864 4.68913 -2.51788
C 3.96559 5.95645 -3.21894
C 1.18382 4.78311 -3.57541
As 3.51809 2.52486 -2.58678
Si 4.49161 2.44599 -0.52799
C 5.30471 0.77940 -0.18538
C 3.44562 2.75236 1.03539
C 5.95141 3.67438 -0.36110
H 1.74540 6.35411 -0.98995
H 3.11667 5.57112 -0.19101
H 1.55796 4.71635 -0.32371
H 3.55842 6.97391 -3.19878
H 4.22192 5.70537 -4.25125
H 4.89465 5.94072 -2.64162
H 0.88027 5.81965 -3.75668
H 0.37022 4.26933 -3.05563
H 1.33139 4.29430 -4.54170
H 4.55702 -0.00917 -0.05790
H 5.90002 0.82191 0.73673
H 5.96708 0.47435 -0.99705
H 2.49504 2.21543 1.10902
H 3.18488 3.80797 1.14842
H 4.02209 2.43348 1.91289
H 6.61653 3.53858 -1.21643
H 6.55252 3.50589 0.54427
H 5.59863 4.71195 -0.38623
F -2.19469 7.22498 3.70378
C -1.86209 6.18582 2.91380
C -2.75893 5.67673 1.99346
F -3.98241 6.22564 1.90001
C -2.40448 4.61677 1.18048
F -3.33747 4.17386 0.32698
C -1.14873 3.99036 1.22786
S -0.70120 2.66229 0.22185
C -0.28046 4.54490 2.18050
F 0.95443 4.03490 2.34324
C -0.61323 5.60486 2.99936
F 0.28303 6.08384 3.88893
C -4.99343 -0.37226 4.16825
Te -2.86165 -0.16826 4.01827
C -2.95011 1.92788 3.64004
H -5.35902 0.05295 5.10041
H -5.22610 -1.43631 4.14181
H -5.47990 0.12221 3.32852
H -3.41187 2.45957 4.46884
H -3.48227 2.12238 2.71060
H -1.91436 2.25173 3.52443
```

* frontier orbital gap: 0.1347 Eh
* relative energy (zero: lowest compared OMol25 entry of this formula, charge and spin): 10.85 kcal/mol
* net charge: -1
* lowest unoccupied orbital energy: 0.475 eV
* calculated total energy: -6589.3520 hartree

These are the Mulliken partial charges, in e, on atoms 1 to 2:
1. Cs 1.34
2. C 0.15


2.
Molecular formula: C46H85AlF2IN2O13SSi
Method: DFT, ωB97M-V with the def2-TZVPD basis set

```
152
Properties=species:S:1:pos:R:3
C -6.07829 -1.10948 2.35286
N -4.80795 -0.74701 1.61173
C -3.60062 -1.32912 2.33881
Al -1.97144 -0.33176 1.50751
Si -2.37546 -0.63071 -0.78140
C -0.71095 -0.86582 -1.73192
C -3.26025 0.99608 -1.40058
C -3.46797 -2.16805 -1.21587
O -1.84779 1.42877 2.21011
C -0.66743 1.45230 3.10245
C -0.42780 3.04494 3.17945
C 0.21384 3.60540 4.52778
O 1.40452 4.02883 4.46640
F -0.43039 3.75660 5.78988
C -1.35591 0.95048 4.46865
C -0.39180 0.27579 5.54564
O 0.00340 0.90896 6.56387
F 0.05720 -1.10464 5.50426
C 0.38361 0.49922 2.31876
C 1.78709 0.06248 2.94320
C 2.63654 1.14881 3.73998
O 2.55725 1.28016 4.99893
I 4.12057 2.51095 2.82143
N 0.56401 0.71584 0.81015
C 1.32520 1.72820 0.54555
S 1.74395 3.24895 -0.04539
O -0.31306 -0.80030 2.25958
H -6.00461 -2.24106 2.55942
H -6.14003 -0.58503 3.38025
H -6.99052 -0.87284 1.68634
H -4.69233 0.28856 1.66046
H -3.56297 -2.45334 2.12710
H -3.75872 -1.07909 3.44844
H -0.85102 -1.53329 -2.65471
H 0.11215 -1.32569 -1.07830
H -0.31130 0.15078 -2.09524
H -2.53264 1.56697 -2.09180
H -3.42921 1.69945 -0.49907
H -4.25371 0.77291 -1.93236
H -2.98006 -2.70066 -2.12446
H -3.47232 -2.86468 -0.30829
H -4.52888 -1.80483 -1.51083
H 0.17230 3.48792 2.31465
H -1.48345 3.52105 3.09874
H -2.22552 0.20117 4.30514
H -1.86160 1.85216 4.99159
H 1.70859 -0.86753 3.62929
H 2.45462 -0.29108 2.06223
C 6.81703 -1.29265 -0.01752
C 6.40258 -2.49520 0.79833
C 6.09127 -1.87072 2.14441
O 5.62670 -0.53911 1.88680
C 5.89201 -0.21641 0.51496
H 6.72393 -1.43963 -1.09444
H 7.85842 -1.03413 0.20465
H 5.49606 -2.93715 0.37275
H 7.16689 -3.27276 0.85549
H 6.99012 -1.79765 2.76668
H 5.32890 -2.42489 2.69751
H 4.93581 -0.21505 -0.01970
H 6.32864 0.78290 0.45010
C -5.09989 -0.11199 8.74231
C -3.81418 0.68447 8.74372
C -3.20836 0.30644 7.40714
O -4.30132 0.03518 6.51799
C -5.50945 -0.04700 7.28396
H -5.86236 0.28263 9.41682
H -4.89418 -1.14946 9.02697
H -4.04141 1.75569 8.76153
H -3.15875 0.46075 9.58730
H -2.60690 -0.60547 7.48654
H -2.58449 1.09948 6.99086
H -6.09917 0.85304 7.07718
H -6.08549 -0.92058 6.96980
C 7.60645 -4.54936 -3.95048
C 7.19039 -5.75150 -3.13359
C 6.87834 -5.12587 -1.78868
O 6.41470 -3.79403 -2.04776
C 6.68143 -3.47248 -3.41954
H 7.51419 -4.69675 -5.02810
H 8.64735 -4.29135 -3.72774
H 6.28353 -6.19352 -3.55950
H 7.95402 -6.52932 -3.07506
H 7.77668 -5.05291 -1.16600
H 6.11540 -5.67898 -1.23578
H 5.72586 -3.47104 -3.95495
H 7.11881 -2.47337 -3.48478
C -0.86928 7.99021 4.49203
C -1.68429 8.84783 3.55003
C -2.11884 7.84091 2.50310
O -2.22929 6.57519 3.16595
C -1.63275 6.68161 4.46625
H -0.77396 8.40794 5.49591
H 0.13674 7.84411 4.08478
H -2.56077 9.24433 4.07379
H -1.12942 9.68834 3.12868
H -1.36794 7.74061 1.71194
H -3.07613 8.09975 2.04385
H -2.44045 6.67864 5.20646
H -0.99108 5.81803 4.64803
C 1.29118 -5.16633 6.74871
C 0.47820 -4.28698 5.82548
C 0.03439 -5.27141 4.76233
O -0.08126 -6.55075 5.40364
C 0.52001 -6.47073 6.70217
H 1.39224 -4.76722 7.75972
H 2.29521 -5.31059 6.33520
H -0.39372 -3.89516 6.35918
H 1.03607 -3.44276 5.41811
H 0.78189 -5.36162 3.96695
H -0.92235 -4.99853 4.31145
H -0.28514 -6.48223 7.44537
H 1.15822 -7.34250 6.86642
C -2.07010 -1.71670 -7.23348
C -0.67522 -1.22137 -7.53780
C -0.51633 -0.09313 -6.53866
O -1.30328 -0.43922 -5.39107
C -2.14065 -1.55394 -5.72810
H -2.25356 -2.74212 -7.56029
H -2.80841 -1.06632 -7.71487
H 0.05324 -2.01202 -7.32732
H -0.53890 -0.89810 -8.57160
H -0.90455 0.84997 -6.93905
H 0.52356 0.05755 -6.23844
H -1.74462 -2.43702 -5.21468
H -3.15733 -1.37125 -5.37279
C -2.55233 4.96583 -4.61772
C -1.96681 5.79364 -3.49643
C -2.44736 5.04536 -2.26856
O -2.55244 3.66459 -2.63860
C -2.43765 3.55937 -4.06376
H -2.03721 5.09113 -5.57221
H -3.60661 5.22676 -4.76038
H -0.87310 5.76573 -3.54680
H -2.28246 6.83881 -3.50972
H -3.44140 5.38597 -1.95884
H -1.76473 5.14731 -1.42148
H -1.45869 3.12246 -4.28957
H -3.21330 2.89231 -4.44686
C 1.35771 -2.53485 -12.50982
C 1.72533 -1.12872 -12.92636
C 0.67675 -0.30284 -12.20797
O 0.34075 -1.01162 -11.00765
C 0.90028 -2.33014 -11.07940
H 2.17952 -3.24798 -12.59618
H 0.52403 -2.89706 -13.12078
H 2.72198 -0.87843 -12.54785
H 1.72226 -0.97495 -14.00703
H -0.23482 -0.20853 -12.80780
H 1.03259 0.69883 -11.95540
H 1.74454 -2.37401 -10.38280
H 0.15342 -3.06398 -10.76809
```

* frontier orbital gap: 0.2317 Eh
* relative energy (zero: lowest compared OMol25 entry of this formula, charge and spin): 0.00 kcal/mol
* net charge: -1
* lowest unoccupied orbital energy: 1.912 eV
* calculated total energy: -4318.7584 hartree

These are the Mulliken partial charges, in e, on atoms 1 to 2:
1. C -0.66
2. N -0.20